The following is a DFT calculation (the ωB97M-V functional and the def2-TZVPD basis) of a molecular structure, C31H42BF2N5O3RhS at a distorted geometry.

```
86
Properties=species:S:1:pos:R:3:lowdin_charge:R:1
Rh 0.1751 0.2341 0.1838 0.89
C 5.8624 1.4398 -0.7101 -0.05
O 5.2112 0.4170 0.0302 -0.09
C 5.8742 -0.7513 0.2152 -0.23
C 7.1760 -1.0008 -0.1968 -0.01
C 7.7902 -2.2042 0.1263 -0.07
C 7.1172 -3.1669 0.8575 -0.08
C 5.8032 -2.9394 1.2380 -0.01
C 5.1720 -1.7490 0.9093 -0.18
N 3.8485 -1.5096 1.3365 0.13
C 2.8682 -0.9489 0.5801 -0.34
N 2.9692 -1.1454 -0.7315 0.19
C 2.2133 -0.6057 -1.7799 -0.15
C 0.9481 -0.0529 -1.6132 -0.19
C 0.2362 0.2371 -2.7905 -0.11
C 0.7811 0.0407 -4.0431 -0.08
C 2.0733 -0.4566 -4.1889 -0.01
C 2.7839 -0.7891 -3.0553 -0.22
O 4.0364 -1.3251 -3.0461 -0.10
C 4.6122 -1.6780 -4.2965 -0.05
N 1.8387 -0.3244 1.1104 0.04
C 1.8610 0.1528 2.4618 -0.15
C 3.0129 0.4753 3.1775 -0.02
C 2.9290 0.9387 4.4837 -0.07
C 1.7023 1.1031 5.0950 -0.07
C 0.5352 0.8565 4.3837 -0.01
C 0.6231 0.4242 3.0770 -0.21
O -0.4775 0.2348 2.2702 -0.25
C -1.7930 0.4522 2.7896 -0.05
H 5.1636 2.2700 -0.7468 0.10
H 6.0835 1.1037 -1.7256 0.10
H 6.7822 1.7590 -0.2163 0.10
H 7.7259 -0.2486 -0.7436 0.11
H 8.8102 -2.3765 -0.1911 0.11
H 7.6003 -4.0977 1.1197 0.11
H 5.2523 -3.6949 1.7856 0.12
H 3.5733 -1.8628 2.2384 0.16
H 3.7751 -1.6769 -1.0355 0.15
H -0.7739 0.6106 -2.7141 0.06
H 0.1987 0.2677 -4.9282 0.10
H 2.4953 -0.6028 -5.1728 0.11
H 5.5631 -2.1487 -4.0659 0.10
H 4.7836 -0.7920 -4.9114 0.10
H 3.9746 -2.3823 -4.8343 0.10
H 3.9843 0.3947 2.7158 0.11
H 3.8411 1.1766 5.0139 0.11
H 1.6393 1.4483 6.1179 0.11
H -0.4288 1.0248 4.8414 0.11
H -2.4688 0.2793 1.9595 0.08
H -1.8997 1.4776 3.1426 0.10
H -1.9907 -0.2566 3.5932 0.11
F -1.8175 -1.4835 -0.7457 0.17
B -0.5728 -1.4886 -0.2407 -0.74
F 0.0144 -2.6643 -0.0809 0.21
C -3.5299 5.8362 -3.4635 -0.11
C -2.8487 5.3819 -4.7499 -0.25
C -1.4214 4.8569 -4.5845 -0.19
C -1.2988 3.4831 -3.9423 -0.17
N -1.5364 3.5251 -2.4886 0.04
C -1.8881 2.4987 -1.7075 -0.79
S -1.1770 2.3395 -0.1578 0.70
N -2.8109 1.6105 -2.0882 0.02
C -3.9661 1.8175 -2.9691 -0.17
C -4.6515 0.4806 -3.2063 -0.19
C -3.8024 -0.5356 -3.9694 -0.25
C -3.3287 -0.0502 -5.3331 -0.10
H -4.5241 6.2321 -3.6734 0.07
H -2.9570 6.6307 -2.9797 0.08
H -3.6404 5.0271 -2.7429 0.05
H -2.8165 6.2240 -5.4448 0.11
H -3.4545 4.6163 -5.2469 0.11
H -0.8143 5.5774 -4.0248 0.12
H -0.9549 4.7815 -5.5698 0.12
H -0.2951 3.0751 -4.0923 0.12
H -1.9861 2.7876 -4.4111 0.09
H -0.8923 4.1447 -2.0174 0.12
H -2.9518 0.8927 -1.3912 0.11
H -3.6518 2.2543 -3.9100 0.09
H -4.6536 2.5257 -2.4990 0.13
H -5.5839 0.6764 -3.7410 0.12
H -4.9436 0.0572 -2.2395 0.12
H -4.3955 -1.4437 -4.0931 0.11
H -2.9396 -0.8272 -3.3622 0.09
H -4.1601 0.3219 -5.9366 0.08
H -2.8534 -0.8576 -5.8902 0.08
H -2.5925 0.7534 -5.2504 0.05
```

Output
total charge: +1
energy above the lowest of the compared OMol25 structures with the same formula, charge and spin: 0.000 eV
spin multiplicity: 1
highest occupied orbital energy: -10.1917 eV
E: -66375.236 eV